C10H20Br10 | the ωB97M-V functional and the def2-TZVPD basis

Properties
* net charge: +1
* ΔE to the lowest compared entry with this formula, charge and spin: 4.6 kcal/mol
* total energy: -26132.784032 hartree
* spin multiplicity: 2
* HOMO energy (alpha / beta): -12.54 / -12.49 eV

Last column: Mulliken spin population.
Element x y z (Å)
Br -3.027 9.129 21.749  0.301
Br 0.047 9.296 17.537  0.011
Br -3.119 5.983 19.986  0.019
Br 0.653 11.473 30.037  0.002
Br -1.120 12.053 20.045  0.006
Br -2.361 13.962 27.362  0.053
Br -1.669 5.159 25.594  0.000
Br -0.120 8.942 27.699  0.001
Br -3.260 11.975 24.108  0.551
Br 1.281 10.925 24.273  0.007
C -0.321 13.030 29.252  0.004
C -1.361 6.496 26.978  0.000
C -0.241 7.359 26.504  0.000
C -1.315 12.076 24.177  -0.014
C -4.514 6.762 21.229  0.003
C -3.861 7.450 22.373  -0.012
C -0.445 9.243 19.471  0.006
C -1.147 12.580 28.017  -0.002
C -0.704 10.623 24.268  0.027
C 0.100 10.550 20.275  0.001
H -0.955 10.118 25.201  0.000
H 0.745 6.903 26.414  0.000
H -1.735 11.692 28.248  0.001
H -0.341 7.817 25.520  0.000
H -1.110 6.075 27.951  0.000
H -4.552 7.585 23.205  0.008
H -1.508 9.021 19.563  0.002
H -5.226 5.962 21.434  -0.001
H 1.001 10.928 19.792  0.001
H 0.495 13.663 28.904  0.000
H -1.160 10.035 23.472  -0.006
H -0.944 12.599 25.058  0.030
H -0.377 12.217 27.336  0.001
H -0.911 13.453 30.065  0.000
H -0.014 8.331 19.884  0.000
H -2.318 7.000 27.115  0.000
H -0.829 12.605 23.358  0.001
H -5.145 7.464 20.682  0.001
H -3.015 6.870 22.741  0.003
H 0.236 10.398 21.345  -0.001



C23H35N5OS | the ωB97M-V functional and the def2-TZVPD basis

Properties
* ΔE to the lowest compared entry with this formula, charge and spin: 0.0 kcal/mol
* SMILES: CCCCN(CC)CCCNC(=S)Nc1ccc2nc3n(c(=O)c2c1)CCCCC3
* total energy: -1644.700745 hartree
* HOMO energy: -7.78 eV

Last column: natural (NBO) charge in e.
Element x y z (Å)
S 4.602 3.191 -1.774  -0.283
O 2.443 -3.742 -0.304  -0.611
N 2.991 1.162 -1.646  -0.606
N 2.197 3.145 -0.697  -0.666
N 0.184 -3.990 -0.152  -0.431
N 0.349 2.734 1.350  -0.473
N -1.291 -2.214 -0.564  -0.512
C -2.263 -4.295 0.026  -0.457
C -0.235 -1.393 -0.844  0.226
C -1.064 -3.438 -0.244  0.477
C 1.339 -3.242 -0.402  0.665
C -0.468 -0.069 -1.234  -0.222
C -3.286 3.294 0.171  -0.389
C 1.910 0.328 -1.383  0.135
C 1.089 -1.854 -0.771  -0.190
C -1.104 2.595 1.260  -0.210
C -0.117 -6.336 -0.904  -0.409
C 3.168 2.484 -1.339  0.304
C 0.872 1.721 2.268  -0.209
C 2.443 4.460 -0.150  -0.213
C 2.150 -0.996 -1.045  -0.183
C 0.375 -5.388 0.189  -0.238
C -1.772 3.514 0.240  -0.407
C 0.764 4.088 1.732  -0.229
C 1.183 4.962 0.542  -0.418
C 2.367 1.463 2.115  -0.617
C 0.582 0.774 -1.500  -0.217
C -3.692 1.983 -0.491  -0.609
C -1.616 -6.614 -0.832  -0.394
C -2.474 -5.371 -1.047  -0.391
H 2.954 2.370 2.229  0.204
H 1.617 4.019 2.412  0.202
H 2.584 1.029 1.143  0.211
H -1.568 2.772 2.247  0.165
H 0.652 1.994 3.314  0.168
H -2.268 -4.941 -2.029  0.206
H -4.776 1.917 -0.555  0.214
H -2.186 -4.764 1.009  0.212
H 0.383 5.012 -0.194  0.208
H 0.392 1.779 -1.842  0.231
H 2.730 5.133 -0.964  0.225
H -1.334 3.344 -0.744  0.198
H 3.156 -1.383 -0.982  0.238
H -3.289 1.929 -1.501  0.199
H 0.419 -7.281 -0.801  0.218
H 3.287 4.427 0.553  0.194
H 1.455 -5.508 0.319  0.263
H 1.467 2.641 -0.187  0.453
H 3.842 0.711 -1.955  0.425
H 0.139 -5.916 -1.879  0.209
H -0.042 4.594 2.283  0.187
H 1.368 5.972 0.911  0.218
H -1.303 1.558 0.978  0.204
H -3.700 3.334 1.182  0.196
H -1.602 4.554 0.520  0.203
H -1.873 -7.355 -1.592  0.213
H -3.119 -3.620 0.033  0.249
H -3.725 4.119 -0.395  0.204
H -3.524 -5.669 -1.032  0.216
H -0.118 -5.608 1.140  0.198
H -1.488 0.262 -1.338  0.227
H -1.852 -7.050 0.143  0.193
H 2.685 0.757 2.878  0.220
H 0.349 0.785 2.057  0.203
H -3.336 1.126 0.075  0.203



CH3NS2 | the ωB97M-V functional and the def2-TZVPD basis

Properties
* ΔE to the lowest compared entry with this formula, charge and spin: 111.0 kcal/mol
* total energy: -890.851373 hartree
* HOMO energy (alpha / beta): -9.04 / -9.03 eV

Last column: natural (NBO) charge in e.
Element x y z (Å)
S 3.054 -0.497 0.111  0.073
S 0.511 0.684 -0.881  0.300
N -2.050 0.187 0.246  -0.616
C 1.506 -0.497 -0.295  -0.594
H -2.234 1.033 -0.107  0.304
H -1.667 0.423 1.193  0.329
H 0.881 -1.332 -0.266  0.204



C29H26FN6O5SbSe4V | the ωB97M-V functional and the def2-TZVPD basis

Properties
* net charge: +3
* ΔE to the lowest compared entry with this formula, charge and spin: 5.1 kcal/mol
* total energy: -12714.224317 hartree
* HOMO energy (alpha / beta): -15.06 / -15.14 eV

Last column: Löwdin charge in e.
Element x y z (Å)
Sb -4.039 -2.800 -0.251  -0.200
Se -2.610 -4.780 0.050  0.353
Se -3.245 -0.838 1.081  0.743
Se -6.386 -3.300 0.071  0.130
Se -3.226 -2.483 -2.544  0.275
V -2.567 0.678 2.242  0.669
F 3.442 -1.520 0.312  0.094
O -3.068 1.872 1.130  -0.203
O -0.248 0.860 4.231  0.191
O -0.478 -1.697 2.950  0.141
O -0.906 0.599 1.361  -0.127
O -3.787 2.487 -0.892  0.188
N 6.782 0.288 -2.848  0.084
N -0.068 1.620 -2.519  0.048
N -3.560 1.786 3.548  0.026
N -2.171 -0.311 3.680  -0.006
N 4.268 -0.527 -2.201  -0.060
N -3.778 -2.591 3.519  0.070
C -2.757 4.333 4.259  0.034
C -1.855 3.277 4.339  0.080
C -4.061 4.081 3.852  0.033
C 5.357 -1.137 -1.421  -0.106
C 2.093 0.535 -2.350  0.075
C -4.582 -3.634 3.682  -0.123
C -2.738 -5.072 4.158  -0.032
C 0.851 0.861 -1.804  -0.091
C -4.102 -4.904 3.993  -0.020
C -1.596 1.587 -0.686  -0.018
C -1.893 -3.983 3.990  0.011
C 4.552 -0.488 -3.627  -0.114
C 0.530 0.445 -0.495  -0.040
C 0.266 2.161 -3.831  -0.243
C -1.434 0.806 4.023  -0.487
C 0.365 1.263 -5.029  -0.076
C 2.633 -0.703 -0.378  -0.166
C -1.579 -1.573 3.418  -0.437
C -0.774 2.228 -4.903  -0.062
C 3.034 -0.239 -1.665  -0.107
C 1.443 -0.373 0.191  0.117
C 5.723 0.456 -3.910  -0.057
C -1.241 1.932 -1.975  0.087
C -2.929 2.047 -0.187  -0.510
C -2.464 -2.761 3.668  -0.247
C -0.676 0.882 0.122  -0.232
C 6.680 -1.047 -2.180  -0.076
C -2.321 2.021 4.002  -0.212
C -4.425 2.796 3.474  -0.021
H 5.452 -0.616 -0.469  0.138
H -5.640 -3.453 3.557  0.112
H 5.174 -2.191 -1.203  0.144
H -1.943 2.504 -2.567  0.163
H -0.826 3.390 4.650  0.148
H 1.144 1.473 -5.750  0.115
H 7.711 0.413 -3.252  0.194
H 0.134 0.214 -4.903  0.119
H -2.321 -6.037 4.414  0.125
H 0.966 2.985 -3.755  0.165
H -5.407 2.577 3.076  0.151
H -0.822 -4.057 4.119  0.130
H 3.694 -0.163 -4.204  0.124
H -1.754 1.811 -4.716  0.116
H -4.794 4.872 3.777  0.136
H -4.789 -5.731 4.107  0.123
H 5.401 1.495 -3.906  0.141
H -0.790 3.115 -5.519  0.124
H 7.504 -1.171 -1.480  0.151
H 1.194 -0.764 1.171  0.143
H 6.674 1.016 -2.140  0.190
H 4.785 -1.499 -3.972  0.142
H 2.314 0.913 -3.334  0.101
H -2.441 5.342 4.488  0.137
H 6.151 0.234 -4.886  0.146
H 6.773 -1.811 -2.948  0.143